DFT (wB97M-V/def2-TZVPD) results for a cluster of 27 separate species, C54H162O27 in total.

XYZ file:
```
243
Properties=species:S:1:pos:R:3:forces:R:3:lowdin_charge:R:1
C 3.408 -0.439 -2.353 1.5 0.7 0.0 -0.057
C 3.985 0.860 -2.983 -1.0 -0.3 -0.4 -0.275
O 3.272 2.074 -2.743 -0.2 -0.7 -0.9 -0.102
H 4.246 -1.184 -2.639 -1.7 0.6 0.8 0.107
H 2.397 -0.713 -2.693 0.5 0.0 -0.2 0.072
H 3.344 -0.254 -1.253 0.3 -0.5 -0.7 0.055
H 4.016 0.784 -4.073 -0.1 -0.2 0.0 0.107
H 5.003 0.979 -2.669 0.7 0.0 0.3 0.089
H 3.315 2.328 -1.832 0.3 0.0 1.3 0.050
C 0.332 3.411 -2.071 -0.9 0.6 -0.5 -0.042
C -1.134 2.882 -2.112 1.2 0.2 0.3 -0.294
O -2.197 3.695 -1.675 0.2 0.0 0.7 -0.067
H 1.026 2.592 -2.114 0.1 -0.6 -0.4 0.039
H 0.587 3.905 -1.157 -0.2 0.5 0.8 0.056
H 0.581 4.104 -2.897 -0.3 -0.3 0.3 0.074
H -1.178 2.002 -1.494 -0.1 -0.5 0.2 0.086
H -1.327 2.603 -3.119 -0.1 -0.6 -1.1 0.094
H -2.073 4.570 -2.024 0.0 0.8 -0.4 0.047
C -7.885 -3.959 3.196 -0.5 0.4 0.7 -0.064
C -6.847 -2.860 3.385 0.8 -2.2 -0.5 -0.307
O -6.909 -1.860 2.422 0.1 0.5 -0.9 -0.078
H -7.705 -4.654 2.392 0.3 -0.1 -0.4 0.068
H -8.866 -3.519 3.083 -0.4 0.3 -0.4 0.072
H -8.004 -4.542 4.102 0.3 -0.2 0.2 0.075
H -5.864 -3.310 3.253 0.2 -0.1 0.3 0.088
H -6.910 -2.461 4.364 -0.1 0.5 1.1 0.110
H -7.622 -1.294 2.679 -0.7 0.8 -0.1 0.091
C 2.542 3.423 -7.110 -0.8 -1.6 0.2 -0.075
C 3.362 3.467 -5.870 -0.2 -1.1 0.6 -0.300
O 2.564 3.664 -4.722 -0.7 0.9 -0.5 -0.104
H 1.936 4.278 -7.217 -0.8 0.9 -0.1 0.050
H 1.922 2.507 -7.195 0.2 0.5 0.3 0.097
H 3.189 3.398 -7.936 1.1 0.0 -1.3 0.061
H 4.051 4.273 -5.956 0.8 0.8 0.1 0.103
H 3.917 2.535 -5.785 0.3 -0.1 0.1 0.110
H 2.692 3.034 -4.005 0.5 -0.4 0.2 0.032
C -1.901 0.646 5.570 0.4 -0.4 -0.6 -0.061
C -0.696 0.917 4.653 -0.8 1.9 -0.2 -0.306
O 0.052 -0.264 4.574 0.2 -0.8 0.5 -0.111
H -2.605 1.463 5.761 0.4 0.0 -0.5 0.081
H -1.552 0.307 6.528 0.2 -0.2 0.6 0.058
H -2.422 -0.192 5.091 -0.2 0.2 0.3 0.073
H -0.061 1.811 4.979 -0.8 -1.2 -0.3 0.136
H -1.100 1.120 3.641 0.3 0.3 0.4 0.091
H 0.857 -0.106 4.082 0.4 0.2 -0.3 0.065
C -1.797 -3.688 4.129 0.2 -1.7 -1.4 -0.076
C -2.876 -3.486 3.078 -1.3 0.4 -1.1 -0.306
O -3.800 -4.582 2.907 0.6 -0.7 -0.2 -0.132
H -1.191 -2.816 4.228 0.5 0.7 0.1 0.039
H -1.163 -4.542 3.778 -0.2 0.7 0.2 0.085
H -2.167 -4.017 5.075 -0.6 0.1 0.7 0.063
H -2.429 -3.281 2.073 0.0 0.0 0.8 0.109
H -3.569 -2.622 3.293 0.9 -0.6 0.1 0.111
H -3.433 -5.289 2.301 0.0 1.2 0.8 0.071
C 0.184 -2.042 -5.947 -0.9 0.8 -0.4 -0.059
C -1.074 -2.239 -5.127 0.7 0.9 -0.5 -0.344
O -0.668 -2.433 -3.812 -0.6 -0.6 1.1 -0.098
H -0.058 -1.821 -6.983 0.0 -0.4 -0.3 0.077
H 0.833 -2.891 -5.842 0.2 -0.5 -0.1 0.066
H 0.724 -1.179 -5.614 0.4 0.6 0.5 0.062
H -1.578 -3.113 -5.483 -0.6 -0.7 -0.4 0.086
H -1.797 -1.406 -5.077 0.3 0.1 -0.9 0.117
H -1.526 -2.669 -3.421 0.4 0.2 0.8 0.048
C 0.425 9.336 -0.591 -2.4 -0.4 -1.5 -0.078
C -0.542 8.113 -0.671 1.2 0.6 0.7 -0.314
O -1.788 8.506 -1.249 1.4 0.9 1.4 -0.057
H 1.391 8.991 -0.324 0.9 0.0 0.5 0.047
H -0.023 10.059 0.086 0.4 0.1 0.3 0.069
H 0.427 9.804 -1.589 0.3 -0.1 0.3 0.075
H -0.537 7.739 0.369 -1.1 0.1 -0.1 0.099
H -0.025 7.284 -1.153 -0.3 0.0 -0.9 0.086
H -2.189 7.793 -1.709 -0.5 -1.3 -0.7 0.019
C -5.370 -3.416 0.001 1.6 -0.5 -0.4 -0.068
C -6.517 -3.486 -0.938 -0.3 0.0 -0.5 -0.281
O -7.588 -2.734 -0.412 -0.8 1.3 -1.5 -0.081
H -4.537 -4.095 -0.262 -0.5 0.2 0.0 0.088
H -5.745 -3.727 0.946 -0.1 -0.5 1.0 0.047
H -4.930 -2.448 0.165 0.0 0.7 -0.2 0.082
H -6.842 -4.524 -0.951 0.0 -0.3 -0.6 0.115
H -6.384 -3.086 -1.972 0.2 -0.5 0.8 0.119
H -7.754 -2.955 0.485 0.0 -0.3 1.4 0.047
C 4.190 -5.672 -0.812 0.5 -0.9 -1.0 -0.063
C 3.754 -6.805 -1.758 -0.2 0.2 0.6 -0.270
O 2.738 -7.548 -1.079 0.0 -1.3 -0.6 -0.102
H 5.071 -5.115 -1.150 -0.1 -0.2 0.1 0.080
H 4.338 -6.147 0.146 0.5 0.0 0.4 0.076
H 3.375 -4.997 -0.688 -0.7 0.7 0.0 0.039
H 4.525 -7.569 -1.949 -0.1 0.6 0.0 0.126
H 3.343 -6.466 -2.717 0.4 0.2 0.1 0.097
H 2.106 -7.029 -0.599 -0.2 0.9 0.3 0.060
C 6.544 -2.866 1.497 0.5 1.1 1.4 -0.062
C 6.813 -1.396 1.802 -0.7 2.0 0.4 -0.279
O 5.828 -0.912 2.768 -0.3 -1.4 -0.3 -0.133
H 7.340 -3.320 0.866 -0.8 0.2 0.5 0.091
H 5.550 -2.916 1.094 -0.4 -0.5 -0.6 0.052
H 6.495 -3.265 2.542 0.2 -0.4 -1.0 0.087
H 6.766 -0.623 1.024 0.0 -0.9 -0.8 0.101
H 7.779 -1.214 2.224 0.9 -0.4 0.5 0.096
H 5.993 0.013 3.007 0.5 -0.1 -0.1 0.034
C -4.522 2.560 1.736 1.3 0.1 -1.5 -0.083
C -4.611 1.073 1.562 0.1 -0.3 0.5 -0.320
O -5.665 0.751 2.457 -0.1 -0.9 0.5 -0.102
H -5.518 2.876 1.480 -0.2 0.8 0.1 0.068
H -3.758 3.032 1.086 -0.5 -0.2 -0.1 0.078
H -4.221 2.829 2.722 -0.2 0.1 1.0 0.061
H -3.671 0.514 1.883 -0.9 0.6 -0.8 0.127
H -5.005 0.825 0.554 1.0 -0.1 0.3 0.087
H -5.723 -0.212 2.452 -0.4 -0.1 0.1 0.039
C -2.066 6.343 -5.623 -0.6 0.3 -0.6 -0.084
C -2.153 7.260 -4.403 0.3 0.3 -1.3 -0.302
O -2.600 6.505 -3.293 -1.8 -0.3 0.4 -0.115
H -1.253 5.627 -5.536 0.1 0.3 0.0 0.052
H -2.030 6.865 -6.597 0.4 0.0 0.5 0.086
H -2.971 5.763 -5.705 -0.7 -0.3 0.1 0.057
H -2.781 8.189 -4.567 0.6 -1.0 0.2 0.135
H -1.126 7.535 -4.186 0.0 0.5 0.3 0.095
H -3.551 6.271 -3.479 1.5 0.2 0.4 0.128
C 2.137 6.970 -3.849 -1.0 -1.4 0.6 -0.083
C 1.833 6.853 -5.323 1.0 -1.2 -0.1 -0.292
O 0.967 5.750 -5.626 0.3 0.8 0.3 -0.120
H 1.179 7.012 -3.301 0.3 0.2 -0.1 0.062
H 2.708 7.835 -3.629 0.6 1.0 0.2 0.059
H 2.655 6.090 -3.430 0.0 0.2 -0.4 0.074
H 2.764 6.650 -5.888 -0.1 0.5 0.2 0.114
H 1.431 7.795 -5.643 -0.6 0.2 -0.6 0.103
H 1.524 4.989 -5.395 -0.5 -0.3 0.3 0.021
C 2.203 5.987 3.178 -1.4 1.0 -2.6 -0.062
C 2.288 5.489 1.665 -1.3 1.3 0.9 -0.305
O 3.313 4.552 1.521 0.2 -0.6 -0.1 -0.110
H 1.762 5.197 3.815 0.7 0.5 -0.2 0.069
H 1.495 6.896 3.129 0.9 -1.4 0.4 0.091
H 3.183 6.380 3.420 0.1 -0.3 0.6 0.063
H 2.476 6.347 0.939 -0.4 -0.8 1.0 0.122
H 1.301 5.016 1.437 0.6 0.4 -0.1 0.113
H 3.077 3.981 0.776 0.6 -0.2 0.1 0.073
C 6.147 2.901 0.495 -2.4 -0.8 -1.3 -0.037
C 5.194 1.708 0.323 0.0 0.4 -0.3 -0.262
O 3.837 2.124 0.169 -0.8 0.1 0.4 -0.129
H 7.078 2.569 0.175 2.0 -0.4 -0.6 0.054
H 6.211 3.100 1.515 0.0 1.2 1.4 0.027
H 5.800 3.701 -0.184 0.2 -0.1 0.7 0.100
H 5.257 0.969 1.122 0.1 0.2 0.1 0.095
H 5.470 1.214 -0.599 0.1 -0.4 -0.3 0.086
H 3.264 1.679 0.848 0.5 0.0 -0.5 0.062
C 0.594 -3.902 -0.092 0.3 0.8 -0.3 -0.063
C -0.424 -3.408 -1.085 -0.5 -0.7 0.5 -0.289
O -1.692 -4.100 -0.934 -0.2 0.9 -0.8 -0.109
H 0.271 -3.766 0.917 -0.3 0.1 0.8 0.058
H 1.511 -3.275 -0.218 -0.4 -0.8 0.0 0.090
H 0.754 -4.963 -0.257 0.4 -0.2 0.0 0.056
H -0.020 -3.587 -2.059 0.0 0.0 -0.7 0.071
H -0.618 -2.361 -0.972 0.1 0.8 0.1 0.104
H -2.350 -3.601 -1.500 0.6 -0.8 0.8 0.077
C -0.261 0.273 0.998 -0.9 -1.1 0.9 -0.087
C 1.155 0.305 0.531 1.6 -0.5 -0.5 -0.294
O 2.070 0.560 1.623 -0.4 -0.5 0.1 -0.139
H -0.317 -0.531 1.826 -0.3 1.2 -1.2 0.100
H -0.968 0.016 0.181 0.4 0.0 0.4 0.074
H -0.597 1.241 1.401 0.3 -0.3 0.0 0.075
H 1.357 1.122 -0.186 -0.3 -0.5 0.0 0.100
H 1.482 -0.687 0.061 -0.7 1.3 0.4 0.121
H 2.330 -0.339 1.981 0.1 0.8 -0.2 0.043
C -1.795 -8.401 1.677 -0.5 0.5 -1.0 -0.084
C -1.195 -7.206 0.963 -0.4 0.7 -1.1 -0.307
O -2.160 -6.124 0.970 0.3 -0.3 -0.4 -0.130
H -2.561 -8.761 0.978 0.0 -0.3 0.5 0.079
H -2.278 -8.101 2.614 0.3 -0.2 -0.1 0.081
H -1.034 -9.163 1.792 0.0 -0.2 0.3 0.071
H -0.946 -7.477 -0.124 -0.2 0.3 1.4 0.133
H -0.311 -6.834 1.467 0.5 -0.1 0.1 0.093
H -1.931 -5.456 0.283 -0.1 -0.4 0.3 0.044
C -4.216 -4.315 -4.345 -2.9 -0.9 1.3 -0.079
C -4.285 -2.837 -4.105 1.2 -0.9 2.0 -0.239
O -3.614 -2.603 -2.777 -0.6 0.5 -2.0 -0.138
H -3.265 -4.769 -4.337 1.2 -0.3 -0.5 0.037
H -4.869 -4.564 -5.172 0.6 -0.1 -0.9 0.077
H -4.815 -4.885 -3.558 0.9 1.0 -0.3 0.102
H -5.307 -2.581 -3.918 -0.7 0.5 -0.4 0.094
H -3.847 -2.271 -4.933 0.0 0.2 0.4 0.101
H -4.051 -1.763 -2.512 0.5 0.1 0.6 0.040
C -8.106 2.110 -1.088 1.8 0.0 -0.7 -0.065
C -8.206 0.637 -0.642 0.2 1.7 2.0 -0.272
O -6.928 0.021 -0.655 -0.3 -0.6 -0.3 -0.122
H -9.058 2.597 -1.281 -0.1 -0.2 0.1 0.067
H -7.482 2.151 -2.019 -0.8 -0.2 0.4 0.071
H -7.508 2.768 -0.418 -0.6 -0.7 0.1 0.075
H -8.932 0.113 -1.209 -0.5 -0.6 -0.9 0.100
H -8.554 0.616 0.419 0.0 0.0 -0.6 0.120
H -7.072 -0.954 -0.596 -0.1 0.3 0.3 0.072
C 2.343 -1.065 8.915 0.8 -1.0 0.9 -0.104
C 1.503 -1.729 7.815 1.1 0.3 0.9 -0.298
O 1.780 -1.054 6.585 -1.2 -0.4 0.3 -0.125
H 3.391 -1.016 8.628 0.2 -0.2 -0.5 0.061
H 2.423 -1.688 9.870 -0.7 1.0 -1.1 0.094
H 2.110 -0.020 9.082 -0.6 0.1 0.4 0.063
H 0.431 -1.676 8.093 0.5 -0.3 -0.3 0.117
H 1.879 -2.770 7.763 -0.7 0.2 -0.2 0.108
H 0.914 -0.943 6.144 0.6 0.1 -0.2 0.050
C 3.627 1.000 4.849 1.3 0.5 0.6 -0.063
C 3.252 2.331 4.299 0.2 -0.8 -0.5 -0.328
O 4.274 2.845 3.486 0.7 1.1 -1.2 -0.108
H 3.841 0.334 4.033 0.2 -0.6 -0.2 0.055
H 2.855 0.594 5.488 0.0 -0.1 0.2 0.056
H 4.539 1.221 5.437 -0.2 -0.8 0.0 0.099
H 3.120 2.962 5.157 -1.0 0.8 0.1 0.115
H 2.466 2.101 3.611 -1.6 0.7 0.1 0.092
H 3.870 3.494 2.829 0.7 -0.8 0.8 0.075
C 3.309 -3.193 4.262 0.7 0.0 0.0 -0.061
C 2.402 -2.886 3.089 0.2 0.9 0.9 -0.252
O 2.973 -1.756 2.379 0.4 -1.0 0.5 -0.119
H 3.071 -4.075 4.886 -0.2 0.4 -0.5 0.092
H 3.296 -2.304 4.880 0.2 0.1 0.5 0.060
H 4.346 -3.315 3.867 -0.6 -0.1 0.4 0.077
H 1.394 -2.603 3.441 0.3 -0.2 -0.4 0.114
H 2.400 -3.710 2.432 -0.5 -1.0 -0.9 0.083
H 3.942 -1.822 2.552 -0.5 0.7 -0.3 0.061
C 9.135 1.592 4.060 -2.0 0.4 -1.3 -0.071
C 7.823 2.378 4.032 0.1 0.6 0.4 -0.294
O 6.865 1.685 3.220 -0.3 0.8 0.0 -0.150
H 9.887 2.052 4.655 0.6 0.4 0.4 0.063
H 9.399 1.563 2.997 0.5 -0.4 0.3 0.081
H 8.850 0.630 4.432 0.4 -0.9 0.1 0.066
H 8.046 3.417 3.658 -0.5 -0.8 0.2 0.126
H 7.356 2.429 5.019 0.4 0.4 0.2 0.110
H 6.015 2.200 3.300 0.5 -0.6 0.0 0.058
C -0.298 -5.796 -4.622 0.3 1.4 -0.9 -0.064
C 0.499 -6.048 -3.360 0.5 1.5 -0.6 -0.336
O 0.969 -7.370 -3.404 0.6 -0.6 1.8 -0.087
H -1.126 -5.065 -4.605 0.5 -0.3 0.7 0.046
H -0.709 -6.719 -4.897 -0.8 -1.5 -0.4 0.057
H 0.296 -5.473 -5.494 0.2 -0.2 0.4 0.083
H -0.137 -5.749 -2.521 0.1 -0.6 0.4 0.093
H 1.393 -5.389 -3.337 -0.4 0.1 0.1 0.112
H 1.529 -7.505 -2.578 -0.9 -0.1 -1.4 0.065
C -4.490 1.851 -3.437 1.3 2.2 1.4 -0.060
C -3.941 1.032 -2.240 -1.2 -0.5 -0.6 -0.248
O -4.714 -0.167 -2.007 0.0 0.0 0.0 -0.144
H -3.705 2.596 -3.705 -0.2 -0.4 0.2 0.064
H -5.338 2.528 -3.261 -0.2 -0.7 0.3 0.064
H -4.620 1.295 -4.322 -0.4 -1.1 -0.8 0.051
H -3.829 1.574 -1.288 -0.1 0.2 -0.6 0.101
H -2.967 0.681 -2.564 0.3 -0.1 0.2 0.097
H -5.591 0.000 -1.555 0.8 0.3 -0.5 0.045
```
Forces are in eV/Å.

## Properties
- HOMO: -9.73 eV
- Energy relative to the best compared isomer or geometry (same formula, charge and spin): 329.1 kJ/mol
- Total charge: 0
- DFT total energy: -113900.9460 eV
- HOMO-LUMO gap: 10.26 eV
- LUMO: 0.53 eV